Below is a cluster of 9 separate species, C32H51FN4O24P in total, with properties calculated with ωB97M-V/def2-TZVPD.

The lowest unoccupied orbital energy comes out at -5.2 eV. The value obtained for the HOMO energy is -11.431 eV. The value obtained for the gap between HOMO and LUMO is 6.22 eV.

Structure (ORCA input):
```
! wB97M-V def2-TZVPD RIJCOSX def2/J DEFGRID3
* xyz 1 1
C -0.702 -3.012 -0.503
C -1.293 -1.496 -0.736
C -1.725 -0.821 0.732
C -0.699 0.378 1.173
C -1.555 1.776 1.465
C 0.360 -0.006 2.362
C 1.797 -0.736 1.917
F 1.864 -1.258 0.517
N 2.169 -1.723 3.044
C 1.322 -1.136 4.189
N 1.675 -0.800 5.473
N -0.026 -0.977 3.455
P -1.356 -0.529 4.554
N -2.532 -1.675 4.398
H -0.872 -3.320 0.631
H -1.168 -3.805 -1.249
H 0.464 -3.013 -0.713
H -2.258 -1.620 -1.426
H -0.556 -0.814 -1.349
H -2.775 -0.296 0.516
H -1.932 -1.626 1.556
H -0.041 0.624 0.207
H -2.331 1.627 2.330
H -2.202 1.966 0.480
H -0.850 2.703 1.659
H 0.629 0.991 2.911
H 2.560 0.158 2.081
H 3.195 -1.699 3.271
H 1.418 -1.312 6.344
H 2.333 0.025 5.596
H -0.912 -0.541 5.926
H -1.903 0.787 4.296
H -3.433 -1.234 4.109
C -4.565 -4.874 2.362
C -4.383 -3.478 1.862
O -4.115 -3.657 0.485
C -4.649 -4.862 0.130
O -4.750 -5.260 -1.019
O -5.056 -5.564 1.228
H -5.278 -4.931 3.189
H -3.621 -5.333 2.674
H -5.291 -2.874 1.970
H -3.554 -2.964 2.356
C -5.251 1.719 2.368
C -6.443 1.737 3.269
O -6.869 0.387 3.272
C -5.783 -0.372 2.945
O -5.746 -1.589 3.018
O -4.743 0.407 2.525
H -4.501 2.462 2.654
H -5.519 1.870 1.317
H -6.188 2.030 4.293
H -7.235 2.393 2.898
C 4.323 2.265 8.447
C 4.505 3.662 7.947
O 4.774 3.482 6.570
C 4.240 2.277 6.215
O 4.138 1.880 5.066
O 3.832 1.575 7.313
H 3.610 2.208 9.274
H 5.267 1.806 8.759
H 3.598 4.266 8.055
H 5.335 4.176 8.441
C 7.344 -1.275 1.503
C 6.105 -0.643 0.958
O 5.123 -0.963 1.925
C 5.782 -1.194 3.098
O 5.236 -1.330 4.180
O 7.132 -1.253 2.902
H 8.247 -0.718 1.239
H 7.460 -2.315 1.180
H 6.189 0.447 0.886
H 5.830 -1.043 -0.022
C 2.812 0.200 -2.083
C 1.760 0.154 -3.144
O 1.913 1.395 -3.807
C 3.195 1.809 -3.585
O 3.721 2.754 -4.149
O 3.811 1.027 -2.651
H 3.214 -0.790 -1.852
H 2.454 0.664 -1.158
H 1.927 -0.654 -3.863
H 0.754 0.058 -2.728
C -1.453 -2.143 -6.515
C -1.943 -1.791 -5.148
O -0.844 -2.112 -4.316
C 0.273 -2.068 -5.099
O 1.415 -2.126 -4.674
O -0.054 -1.949 -6.419
H -1.881 -1.501 -7.289
H -1.648 -3.190 -6.773
H -2.165 -0.724 -5.045
H -2.827 -2.367 -4.862
C 2.588 2.913 -6.791
C 3.201 2.097 -7.883
O 2.147 1.958 -8.816
C 1.293 3.002 -8.608
O 0.364 3.289 -9.345
O 1.613 3.682 -7.469
H 3.317 3.560 -6.296
H 2.090 2.295 -6.037
H 4.039 2.610 -8.368
H 3.540 1.118 -7.531
C -2.988 3.404 -4.656
C -3.228 2.113 -5.369
O -3.101 1.147 -4.344
C -3.356 1.784 -3.164
O -3.500 1.219 -2.093
O -3.430 3.136 -3.339
H -3.552 4.232 -5.094
H -1.927 3.674 -4.625
H -4.236 2.050 -5.792
H -2.498 1.934 -6.163
*
```



Below is a cluster of 2 separate species, C32H52N5OS2 in total, with properties calculated with ωB97M-V/def2-TZVPD.

The lowest unoccupied orbital energy comes out at -4.4 eV. The value obtained for the HOMO energy is -10.285 eV. The value obtained for the gap between HOMO and LUMO is 5.93 eV.

Structure (ORCA input):
```
! wB97M-V def2-TZVPD RIJCOSX def2/J DEFGRID3
* xyz 1 1
C -1.014 3.017 -4.946
C -1.198 1.389 -4.931
C -1.029 0.804 -3.461
C -2.212 1.113 -2.452
C -3.526 1.916 -2.872
C -4.461 2.357 -1.646
C -5.536 3.447 -2.217
C -5.292 1.161 -0.961
C -2.024 0.578 -0.984
C -0.664 -0.204 -0.753
C -0.348 -0.765 0.739
C 0.659 -2.012 0.534
C 0.779 -2.970 1.824
N 0.945 -2.196 3.093
C -0.353 -2.210 3.828
C -0.200 -1.792 5.387
C 1.124 -1.187 5.954
C 1.146 -0.832 7.467
C -0.096 -1.069 8.402
C -1.393 -1.655 7.780
C -1.445 -2.015 6.279
O -2.638 -2.565 5.660
N 0.305 -0.455 -1.749
N 0.067 0.038 -2.959
C 1.148 -0.262 -3.985
C 2.215 0.945 -4.057
C 3.484 0.485 -4.925
S 5.065 0.345 -3.904
C 6.313 1.387 -4.839
S 6.659 1.164 -6.474
N 6.979 2.468 -4.090
C 7.169 3.704 -4.910
C 7.257 4.942 -3.845
C 8.251 2.034 -3.423
C 8.759 0.560 -3.793
H -2.032 3.516 -5.171
H -0.778 3.316 -3.853
H -0.220 3.359 -5.685
H -2.308 1.223 -5.215
H -0.591 0.865 -5.738
H -3.320 2.858 -3.495
H -4.154 1.213 -3.547
H -3.842 2.930 -0.866
H -5.364 3.682 -3.327
H -6.617 3.096 -2.119
H -5.451 4.446 -1.643
H -6.424 1.271 -1.012
H -4.955 0.166 -1.428
H -5.025 1.172 0.166
H -2.778 0.752 -0.152
H -1.336 -1.038 1.235
H 0.200 0.109 1.259
H 1.712 -1.683 0.188
H 0.217 -2.637 -0.332
H 1.727 -3.616 1.693
H -0.165 -3.637 1.814
H 1.301 -1.246 2.935
H -0.876 -3.227 3.831
H -1.037 -1.417 3.359
H 2.041 -0.990 5.302
H 2.064 -0.375 7.989
H -0.099 -0.846 9.518
H -2.331 -1.826 8.420
H -2.955 -1.813 5.102
H 0.722 -0.576 -4.993
H 1.741 -1.175 -3.596
H 1.762 1.950 -4.351
H 2.598 1.078 -2.971
H 3.726 1.201 -5.778
H 3.277 -0.594 -5.282
H 6.224 3.888 -5.526
H 8.117 3.633 -5.546
H 8.359 5.286 -3.796
H 6.926 4.559 -2.806
H 6.581 5.802 -4.210
H 8.049 2.058 -2.285
H 9.094 2.780 -3.654
H 8.945 0.391 -4.914
H 8.080 -0.265 -3.388
H 9.783 0.421 -3.280
C -7.027 -5.193 7.360
C -5.762 -4.932 6.550
C -5.563 -3.451 6.217
C -6.720 -2.953 5.398
N -7.629 -2.561 4.753
H -7.926 -4.912 6.805
H -7.113 -6.256 7.599
H -7.014 -4.633 8.300
H -5.805 -5.517 5.626
H -4.897 -5.289 7.117
H -4.639 -3.315 5.649
H -5.489 -2.858 7.132
*
```



Below is a cluster of 9 separate species, C32H52N9O7 in total, with properties calculated with ωB97M-V/def2-TZVPD.

The lowest unoccupied orbital energy comes out at -5.7 eV. Its relative energy (zero: lowest compared OMol25 entry of this formula, charge and spin) is 130.2 kJ/mol. The value obtained for the HOMO energy is -9.731 eV. The value obtained for the gap between HOMO and LUMO is 4.04 eV.

Structure (ORCA input):
```
! wB97M-V def2-TZVPD RIJCOSX def2/J DEFGRID3
* xyz 1 1
C -0.097 -3.201 0.192
C 0.276 -1.879 0.908
C 1.794 -1.548 0.573
C 2.036 -0.027 0.786
C 1.106 0.883 -0.071
C -0.330 0.647 0.430
N -0.574 -0.900 0.339
O -1.850 -1.183 0.413
C -1.295 1.355 -0.670
C -0.725 1.210 1.767
C -0.111 -2.106 2.439
H 0.450 -4.012 0.689
H 0.501 -3.145 -0.718
H -1.172 -3.202 0.289
H 1.948 -1.837 -0.311
H 2.578 -2.033 0.986
H 2.932 0.312 0.289
H 2.037 0.259 1.848
H 1.256 0.853 -1.134
H 1.322 1.895 0.005
H -2.471 1.302 -0.299
H -1.277 0.953 -1.717
H -1.016 2.443 -0.719
H -0.567 2.119 1.955
H 0.072 0.935 2.510
H -1.598 1.149 2.190
H -1.239 -2.290 2.588
H 0.322 -1.145 3.018
H 0.388 -2.880 2.649
N -4.540 -0.517 3.353
C -3.434 -1.273 3.699
C -2.383 -0.433 4.442
C -3.059 0.946 4.389
C -4.410 0.821 3.679
H -5.373 -0.610 2.709
H -3.335 -2.331 3.526
H -1.484 -0.882 4.660
H -2.737 1.946 4.788
H -5.131 1.638 3.336
N 2.037 2.198 -4.921
C 1.799 3.110 -3.934
C 0.388 2.973 -3.441
C -0.182 1.728 -4.198
C 1.040 1.263 -5.186
H 3.035 2.203 -5.544
H 2.501 4.064 -3.718
H -0.185 3.634 -2.777
H -1.166 1.108 -4.057
H 1.122 0.454 -5.808
N 2.231 4.279 1.479
C 1.051 4.920 1.278
C 1.138 5.435 -0.230
C 2.511 5.143 -0.639
C 3.262 4.469 0.572
H 2.392 3.762 2.418
H 0.375 4.976 1.925
H 0.297 5.815 -0.862
H 2.945 5.313 -1.492
H 4.301 4.112 0.733
N -4.352 4.454 2.451
C -3.245 4.898 1.884
C -3.019 4.265 0.616
C -4.240 3.372 0.475
C -4.991 3.524 1.688
H -4.728 4.550 3.516
H -2.501 5.468 2.370
H -2.284 4.317 0.006
H -4.481 2.579 -0.331
H -5.944 3.214 2.058
N 4.522 0.544 -2.067
C 5.121 -0.611 -1.771
C 6.234 -0.262 -0.765
C 6.145 1.265 -0.625
C 5.114 1.592 -1.447
H 3.651 0.656 -2.704
H 4.843 -1.657 -1.983
H 6.958 -0.977 -0.208
H 6.638 1.890 0.065
H 4.689 2.516 -1.495
C 2.517 -7.213 -1.231
N 1.718 -6.096 -1.402
O 0.495 -6.021 -1.477
O 2.363 -5.017 -1.638
H 2.386 -7.687 -0.242
H 3.502 -7.162 -1.038
H 2.523 -7.981 -2.101
C -0.624 -3.259 -3.931
N -0.178 -2.046 -3.257
O 1.000 -1.903 -3.094
O -1.118 -1.411 -2.879
H -1.150 -2.965 -4.841
H -1.233 -3.768 -3.144
H 0.276 -3.667 -4.175
C -3.422 -5.387 1.956
N -4.172 -4.331 1.228
O -3.548 -3.296 0.915
O -5.268 -4.583 0.905
H -2.411 -5.019 2.112
H -3.471 -6.169 1.292
H -4.015 -5.811 2.905
*
```



Below is a structure of composition C32H52O4S3Si2V, with properties calculated with ωB97M-V/def2-TZVPD.

The lowest unoccupied orbital energy (spin up / spin down) comes out at 2.6 / 2.6 eV. Its relative energy (zero: lowest compared OMol25 entry of this formula, charge and spin) is 38.4 kJ/mol. The value obtained for the HOMO energy (spin up / spin down) is -4.377 / -4.418 eV. As for the expectation value of S²: 2.02. The value obtained for the gap between HOMO and LUMO (spin up / spin down) is 6.98 / 7.02 eV.

Structure (ORCA input):
```
! wB97M-V def2-TZVPD RIJCOSX def2/J DEFGRID3
* xyz -1 3
V 0.292 0.599 0.455
C -0.319 2.541 4.509
C 0.179 2.214 3.124
S 0.251 0.505 2.703
C 0.575 3.146 2.239
C 0.608 4.622 2.541
S 1.123 2.669 0.636
H -0.414 1.628 5.093
H -1.298 3.026 4.462
H 0.367 3.217 5.026
H 0.966 4.807 3.557
H -0.387 5.068 2.445
H 1.269 5.126 1.838
C 4.274 0.793 2.695
C 5.046 1.514 1.595
C 6.524 1.116 1.650
C 4.908 3.026 1.740
O 4.538 1.195 0.291
Si 4.014 -0.175 -0.422
S 1.961 -0.590 -0.600
O 4.821 -1.356 0.395
C 4.664 -2.769 0.508
C 3.585 -3.081 1.544
C 6.018 -3.293 0.987
C 4.309 -3.393 -0.841
O 4.482 -0.133 -1.992
C 5.690 0.287 -2.618
C 5.789 1.814 -2.595
C 6.905 -0.334 -1.925
C 5.613 -0.205 -4.061
H 4.638 1.097 3.679
H 4.391 -0.286 2.585
H 3.215 1.024 2.623
H 6.946 1.347 2.630
H 7.087 1.660 0.886
H 6.613 0.047 1.460
H 5.341 3.356 2.687
H 3.854 3.300 1.705
H 5.427 3.525 0.919
H 3.879 -2.690 2.520
H 3.435 -4.160 1.625
H 2.648 -2.607 1.255
H 6.281 -2.817 1.933
H 6.790 -3.050 0.254
H 5.981 -4.374 1.128
H 3.330 -3.042 -1.167
H 4.295 -4.482 -0.760
H 5.043 -3.099 -1.594
H 5.700 2.165 -1.570
H 4.965 2.241 -3.171
H 6.737 2.147 -3.022
H 6.941 -0.020 -0.881
H 7.827 -0.030 -2.424
H 6.832 -1.423 -1.949
H 4.733 0.219 -4.546
H 5.527 -1.292 -4.083
H 6.507 0.096 -4.611
C -3.707 3.094 -2.473
C -2.550 2.680 -1.557
C -1.277 2.630 -2.413
C -2.399 3.710 -0.430
Si -2.765 0.951 -0.748
O -1.357 0.406 -0.217
C -3.529 -0.316 -1.936
C -2.891 -1.541 -2.136
C -3.488 -2.547 -2.884
C -4.734 -2.340 -3.459
C -5.380 -1.125 -3.277
C -4.784 -0.129 -2.518
C -4.012 0.959 0.682
C -3.743 0.185 1.812
C -4.687 0.031 2.817
C -5.923 0.654 2.714
C -6.201 1.446 1.608
C -5.253 1.593 0.607
H -3.503 4.082 -2.901
H -4.654 3.165 -1.932
H -3.828 2.388 -3.298
H -1.079 3.604 -2.872
H -1.387 1.891 -3.214
H -0.407 2.356 -1.821
H -2.275 4.721 -0.835
H -1.527 3.482 0.184
H -3.279 3.710 0.220
H -1.917 -1.699 -1.686
H -2.982 -3.495 -3.016
H -5.203 -3.124 -4.040
H -6.353 -0.956 -3.724
H -5.312 0.806 -2.367
H -2.774 -0.296 1.898
H -4.461 -0.580 3.682
H -6.666 0.526 3.492
H -7.159 1.946 1.526
H -5.487 2.214 -0.251
*
```



Below is a cluster of 4 separate species, C32H54BrN3O3S3 in total, with properties calculated with ωB97M-V/def2-TZVPD.

The lowest unoccupied orbital energy comes out at -0.7 eV. The value obtained for the HOMO energy is -7.686 eV. As for the SMILES: CCN(CC)C(=S)SCCCc1cc2c(cc1N)Sc1c(Br)cccc1N2.CCOCC.CCOCC.CCOCC. The value obtained for the gap between HOMO and LUMO is 7.01 eV.

Structure (ORCA input):
```
! wB97M-V def2-TZVPD RIJCOSX def2/J DEFGRID3
* xyz 0 1
C -2.909 4.111 1.492
C -1.655 3.291 1.854
N -1.767 2.385 3.008
C -2.124 3.064 4.254
C -1.922 2.147 5.490
C -2.573 1.254 2.747
S -4.188 1.208 2.717
S -1.657 -0.286 2.462
C -1.320 -0.482 0.687
C 0.080 -0.011 0.235
C 1.258 -0.368 1.189
C 1.944 0.939 1.584
C 2.544 1.635 0.545
C 3.148 2.845 0.781
C 3.155 3.355 2.065
C 2.572 2.682 3.100
C 1.957 1.458 2.864
N 1.345 0.797 3.976
S 3.942 4.951 2.259
C 3.409 5.724 0.739
C 3.040 7.041 0.665
Br 3.118 8.158 2.207
C 2.614 7.573 -0.530
C 2.557 6.763 -1.634
C 2.940 5.445 -1.566
C 3.369 4.903 -0.377
N 3.759 3.557 -0.283
H -2.615 4.822 0.709
H -3.250 4.693 2.352
H -3.711 3.499 1.073
H -0.853 4.009 2.068
H -1.314 2.724 0.975
H -3.181 3.376 4.235
H -1.520 3.962 4.413
H -1.565 1.157 5.188
H -2.835 2.062 6.085
H -1.143 2.563 6.136
H -1.494 -1.499 0.325
H -2.045 0.156 0.163
H 0.067 1.054 -0.015
H 0.286 -0.516 -0.720
H 1.988 -0.955 0.617
H 0.968 -0.968 2.053
H 2.544 1.243 -0.472
H 2.565 3.120 4.093
H 0.488 0.330 3.702
H 1.979 0.162 4.443
H 2.304 8.612 -0.551
H 2.198 7.184 -2.569
H 2.883 4.855 -2.479
H 3.686 3.072 -1.166
C -2.902 -4.404 2.267
C -2.474 -4.676 0.836
O -1.070 -4.760 0.664
C -0.406 -5.776 1.397
C -0.884 -7.180 1.070
H -2.446 -3.480 2.626
H -3.986 -4.308 2.327
H -2.601 -5.204 2.945
H -2.805 -3.851 0.203
H -2.960 -5.578 0.448
H -0.480 -5.578 2.471
H 0.651 -5.690 1.138
H -1.937 -7.322 1.316
H -0.307 -7.915 1.633
H -0.764 -7.384 0.004
C -0.265 2.584 -5.401
C -0.631 1.535 -4.365
O -0.203 1.853 -3.052
C -0.717 3.050 -2.490
C -2.231 3.075 -2.376
H 0.815 2.744 -5.416
H -0.585 2.262 -6.393
H -0.737 3.545 -5.195
H -0.140 0.595 -4.621
H -1.708 1.336 -4.376
H -0.353 3.919 -3.051
H -0.282 3.123 -1.491
H -2.718 3.012 -3.350
H -2.558 4.000 -1.898
H -2.582 2.231 -1.777
C 0.815 -5.050 -2.275
C 2.018 -5.651 -2.980
O 2.182 -7.039 -2.747
C 1.114 -7.873 -3.156
C 0.810 -7.799 -4.643
H 0.879 -5.217 -1.199
H 0.764 -3.976 -2.460
H -0.123 -5.490 -2.618
H 2.926 -5.175 -2.607
H 1.982 -5.448 -4.056
H 0.217 -7.659 -2.564
H 1.415 -8.891 -2.904
H 0.496 -6.799 -4.947
H 0.008 -8.493 -4.899
H 1.695 -8.057 -5.226
*
```



Max |F| for every record listed, in sequence, given in eV/A: 5.6; 5.6; 12.9; 1.0; 1.9.